Here is a cluster of 2 separate species, C4H11NO2 in total in a non-equilibrium geometry from OMol25. Energies are from ωB97M-V/def2-TZVPD.

The geometry in XYZ format:
```
18
Properties=species:S:1:pos:R:3:forces:R:3
C 1.606543 0.031789 -0.125974 0.763 -0.041 -1.379
N 0.970453 0.394719 -1.307005 -0.708 -0.409 1.839
C -0.930913 -1.207783 -1.024197 1.105 -0.807 1.100
C -0.465743 0.134259 -1.557959 -0.936 -0.278 -1.321
C -1.417868 1.344542 -1.202356 1.975 -2.654 0.908
O 1.212320 -0.582386 0.829978 -0.909 0.379 0.269
H 2.666505 0.304531 -0.196398 0.319 0.197 -0.006
H 1.627279 0.497161 -2.061938 -0.297 0.267 -0.210
H -1.342052 -1.193458 -0.026843 -0.586 0.415 0.267
H -1.554727 -1.822822 -1.668999 -0.096 0.389 -0.225
H -0.014145 -1.753629 -0.806904 -0.097 -0.537 -0.409
H -0.552670 -0.045736 -2.639433 0.325 0.622 0.025
H -0.760623 2.149277 -1.520291 -1.356 0.911 -0.343
H -1.475918 1.306852 -0.114297 0.096 0.486 0.172
H -2.425206 1.039650 -1.519532 0.389 1.079 -0.675
H 1.213159 0.383480 4.542456 0.097 0.438 -0.473
H 0.373223 -0.662502 5.217872 0.026 -0.105 0.050
O 1.270382 -0.317944 5.181820 -0.110 -0.352 0.411
```
Forces are in eV/Å.

## Properties
energy relative to the best compared isomer or geometry (same formula, charge and spin) = 137.16 kJ/mol
lowest unoccupied orbital energy = 0.740 eV
calculated total energy = -364.21593 Eh
gap between HOMO and LUMO = 10.7 eV